Computed, not measured: a molecular structure, C29H22IN4OS2Ta in a non-equilibrium geometry, with ωB97M-V/def2-TZVPD.

Computed properties:
Gap between HOMO and LUMO (eV): 5.41

```
! RIJCOSX wB97M-V def2-TZVPD def2/J DEFGRID3
* xyz 2 1
Ta 0.08195 0.43886 0.20876
C -4.63209 -2.08841 -2.30315
C -3.34685 -2.16594 -2.85583
C -2.39745 -1.23161 -2.39604
C -2.70174 -0.40573 -1.31261
C -3.93729 -0.37264 -0.76245
C -4.93258 -1.18899 -1.28490
N -1.70838 0.53649 -0.75053
C -1.95550 1.91990 -1.04299
C -2.58079 2.36124 -2.19414
C -2.78143 3.72903 -2.42561
C -2.24758 4.70386 -1.59091
C -1.53447 4.27564 -0.45484
C -1.51164 2.92971 -0.18137
N -0.86050 2.39109 0.94646
N -1.07132 2.75134 2.13428
C -0.61844 1.79036 3.07023
C -0.57892 2.08150 4.40507
C -0.46917 0.98544 5.28923
C -0.27197 -0.30455 4.73658
C -0.21941 -0.41821 3.36667
N -0.32880 0.61935 2.52875
H -5.31890 -2.79227 -2.70737
H -3.21027 -2.82281 -3.68492
H -1.38742 -1.21387 -2.83037
H -4.12056 0.26634 0.12098
H -5.91637 -1.06254 -0.81840
H -3.00651 1.63896 -2.87620
H -3.13452 4.01523 -3.41568
H -2.20369 5.73952 -1.79499
H -1.25819 5.05382 0.29550
H -0.76470 3.05917 4.70492
H -0.57681 1.21731 6.34986
H -0.12662 -1.17001 5.38459
H -0.02783 -1.40314 2.89398
I -0.54579 -2.53223 -0.39492
C 1.43883 -3.07159 -0.06269
C 1.75113 -4.35622 -0.39915
C 3.04565 -4.78281 -0.15005
C 3.96069 -3.86327 0.35476
C 3.52257 -2.53027 0.73419
C 4.34224 -1.75130 1.61716
C 3.86518 -0.58673 2.20380
C 2.54000 -0.15716 1.90081
C 1.73407 -0.82291 1.00388
C 2.22574 -2.09638 0.52847
H 0.98010 -5.10202 -0.64086
H 3.29403 -5.82230 -0.34626
H 4.98604 -4.21262 0.51354
H 5.37347 -2.09503 1.90840
H 4.51924 -0.04718 2.88185
H 2.15991 0.78967 2.30478
C 3.40502 1.12122 -3.77070
O 3.14457 1.82282 -2.53856
C 2.24299 1.33851 -1.74571
S 1.36526 -0.10400 -2.02417
S 1.88866 2.18748 -0.34592
H 4.42052 1.27832 -4.10519
H 2.75745 1.53214 -4.53682
H 3.23922 0.00043 -3.64319
*
```

Computed, not measured: 4 unconnected molecules or ions with the total composition C24H56BN6O11P, with ωB97M-V/def2-TZVPD.

Computed properties:
Gap between HOMO and LUMO (eV): 8.60
SMILES: CCB(O)[C@@](O)(C#N)[C@](N)(C#N)P(=O)(O)O.COCCNCCOC.COCCNCCOC.COCCNCCOC

```
! RIJCOSX wB97M-V def2-TZVPD def2/J DEFGRID3
* xyz 0 1
C 3.91657 -2.50376 -0.53219
C 4.37020 -3.89579 -1.05966
B 5.79073 -3.95525 -1.69007
O 6.83960 -4.57523 -1.03904
C 6.26725 -3.29423 -3.13388
O 7.65468 -3.00900 -3.11336
C 6.11125 -4.40160 -4.10049
N 5.97337 -5.27667 -4.83245
C 5.48043 -2.03108 -3.66706
N 5.72900 -0.84491 -2.84054
C 4.02865 -2.30595 -3.72254
N 2.90040 -2.48424 -3.84166
P 5.95916 -1.57851 -5.42489
O 7.39832 -1.48099 -5.64076
O 5.16009 -2.58950 -6.34954
O 5.14802 -0.22231 -5.61887
H 4.72593 -1.76867 -0.46988
H 3.48900 -2.59963 0.46672
H 3.14173 -2.07560 -1.16763
H 3.64769 -4.24323 -1.81089
H 4.34443 -4.62378 -0.24201
H 7.04346 -5.46701 -1.34376
H 7.92157 -2.74248 -2.22660
H 6.22941 -1.08405 -1.99075
H 6.33928 -0.19433 -3.33038
H 5.70681 -3.34508 -6.61754
H 4.42728 -0.09033 -4.98676
C -2.85652 -5.01669 2.61766
O -2.73737 -3.64039 2.90969
C -2.52207 -3.34671 4.28458
C -1.15841 -2.72583 4.48945
N -0.10141 -3.69187 4.23470
C 1.24591 -3.13654 4.24723
C 1.59513 -2.12615 3.16240
O 1.62953 -2.68292 1.86277
C 0.40924 -2.69422 1.15116
H -3.10230 -5.10046 1.56054
H -1.92650 -5.56339 2.80980
H -3.65717 -5.48048 3.20280
H -2.62123 -4.25491 4.88684
H -3.28972 -2.63617 4.60356
H -1.07840 -2.38312 5.52603
H -1.09920 -1.83832 3.84287
H -0.26964 -4.13622 3.34035
H 1.95263 -3.96637 4.16919
H 1.41417 -2.66601 5.22206
H 2.60491 -1.75576 3.35984
H 0.92593 -1.25712 3.17726
H -0.21141 -1.82943 1.40416
H -0.16620 -3.60822 1.32679
H 0.65981 -2.65597 0.09087
C -1.83852 3.35475 -0.78603
O -1.23645 3.22434 -2.05345
C -0.30998 4.25120 -2.37745
C 1.08107 3.68605 -2.53174
N 1.62327 3.26069 -1.25158
C 2.89791 2.55876 -1.34379
C 2.90054 1.19129 -2.01667
O 2.24239 0.18724 -1.27096
C 0.84754 0.08097 -1.46152
H -2.62326 2.60185 -0.72564
H -1.12661 3.19347 0.03271
H -2.29428 4.34345 -0.66456
H -0.32200 5.03443 -1.61268
H -0.61962 4.69640 -3.32779
H 1.73189 4.46523 -2.94181
H 1.02816 2.87692 -3.27453
H 0.94809 2.67253 -0.77916
H 3.29002 2.42721 -0.33204
H 3.60094 3.20942 -1.87523
H 3.93734 0.85623 -2.10530
H 2.48833 1.23543 -3.03356
H 0.54690 0.37482 -2.47192
H 0.28490 0.67960 -0.73614
H 0.58430 -0.96556 -1.31193
C -6.74363 0.91710 1.93905
O -5.84210 1.79385 2.58276
C -4.76332 2.23229 1.76770
C -4.85829 3.71858 1.50170
N -6.00113 4.02092 0.65337
C -6.26999 5.44175 0.47217
C -6.67103 6.25019 1.70032
O -7.92608 5.88284 2.23981
C -7.90080 4.84896 3.20354
H -7.46009 0.58847 2.68951
H -7.28584 1.40566 1.12225
H -6.22607 0.04063 1.53704
H -4.75371 1.67893 0.82306
H -3.83107 2.01924 2.29864
H -3.95012 4.04763 0.98841
H -4.89495 4.23315 2.47244
H -6.82413 3.57532 1.04037
H -7.07115 5.53654 -0.26459
H -5.37920 5.90597 0.03442
H -6.76599 7.29474 1.39250
H -5.90354 6.21374 2.48362
H -6.97509 4.86778 3.78660
H -8.00724 3.85691 2.75460
H -8.74233 5.00854 3.87737
*
```

In eV, the E values for the records above are, in order, -69745.569 -67222.544.